# 1
ORCA calculation (ωB97M-V/def2-TZVPD) on a molecular structure, C2H3Cl2P.

Geometry as XYZ:
```
8
Properties=species:S:1:pos:R:3:forces:R:3
C -1.1902 0.5381 -0.4151 0.3 0.5 -0.8
C 1.3417 0.3178 0.7618 -0.2 -1.0 -0.1
P -1.3222 -1.0226 -0.2112 -1.6 -1.9 0.5
Cl 1.3242 -1.3855 0.5350 1.1 -0.1 0.2
Cl 2.1996 1.2110 -0.3821 0.3 0.5 -0.4
H -1.4047 1.2918 -1.1500 0.0 0.7 0.4
H 1.5941 0.4938 1.7933 -0.3 0.6 0.2
H -2.5425 -1.4443 -0.9317 0.5 0.7 0.0
```
Forces are in eV/Å.

The value obtained for the LUMO energy (spin up / spin down) is -0.67 / -0.67 eV. The value obtained for the total energy is -1339.52659 hartree. The calculation puts the molar mass at 128.9 g mol⁻¹. The gap between HOMO and LUMO (spin up / spin down) is 8.074 / 7.980 eV. The HOMO energy (spin up / spin down) comes out at -8.75 / -8.65 eV. Its energy above the lowest of the compared OMol25 structures with the same formula, charge and spin is 142.7 kcal per mole.

Charges obtained by natural (NBO) population analysis, quoted in units of e: number 1, C, carries -0.624; number 2, C, carries -0.283; number 3, P, carries 0.427; number 4, Cl, carries 0.049; number 5, Cl, carries 0.055; number 6, H, carries 0.197; number 7, H, carries 0.205; number 8, H, carries -0.027

# 2
ORCA calculation (ωB97M-V/def2-TZVPD) on a single C3H5NOS molecule.

Geometry as XYZ:
```
11
Properties=species:S:1:pos:R:3:forces:R:3
C 0.1070 -1.2789 0.0782 3.5 3.7 -2.1
C 1.2858 -0.7928 -0.5439 -2.3 -1.6 2.6
C 0.2428 1.0839 0.1281 1.0 0.1 1.5
N -0.6045 -0.0758 0.4243 -1.8 -0.5 -1.0
O 1.3594 0.5369 -0.5135 0.7 1.4 -1.4
S -2.2492 -0.0624 -0.3452 1.7 0.0 0.0
H -0.4261 -2.1518 -0.1378 -0.4 -1.3 0.4
H 2.2949 -1.1208 -0.5740 0.4 -1.4 -0.9
H -0.1622 1.9744 -0.3867 -0.4 -0.9 -0.2
H 0.7214 1.4865 1.0548 -0.9 -0.2 0.0
H -2.5692 0.4008 0.8157 -1.5 0.5 1.0
```
Forces are in eV/Å.

The value obtained for the LUMO energy is 0.68 eV. The value obtained for the total energy is -645.38165 hartree. As for the SMILES: SN1C=COC1. The calculation puts the molar mass at 103.1 g mol⁻¹. The gap between HOMO and LUMO is 8.331 eV. The HOMO energy comes out at -7.65 eV. Its energy above the lowest of the compared OMol25 structures with the same formula, charge and spin is 81.6 kcal per mole.

Charges obtained by natural (NBO) population analysis, quoted in units of e: number 1, C, carries -0.160; number 2, C, carries 0.092; number 3, C, carries 0.083; number 4, N, carries -0.541; number 5, O, carries -0.491; number 6, S, carries 0.106; number 7, H, carries 0.227; number 8, H, carries 0.207; number 9, H, carries 0.197; number 10, H, carries 0.162; number 11, H, carries 0.118

# 3
ORCA calculation (ωB97M-V/def2-TZVPD) on a gas-phase ion, C7H10IN2O4 (charge -1).

Geometry as XYZ:
```
24
Properties=species:S:1:pos:R:3:forces:R:3
C -4.0203 -0.3287 -0.0429 0.3 1.1 0.5
C -5.0784 -1.4626 -0.0250 -0.6 -0.3 -0.7
C -0.4443 -0.3670 0.0782 1.7 0.0 -1.2
C 2.3412 -0.3118 -1.3285 -0.8 1.3 1.1
C 2.5047 1.8599 -0.0306 2.6 -2.7 -1.2
C 2.1417 -0.3945 1.1842 0.1 -1.4 -1.5
C 1.8718 0.4868 -0.0778 -1.6 -1.2 1.1
N -2.8233 -0.5774 0.0660 2.1 -1.5 0.5
N -1.6699 0.0799 0.4113 -2.9 1.7 -0.4
O -4.5306 -2.5263 0.2075 0.1 -1.4 0.3
O -6.2488 -1.1514 -0.2531 -0.2 0.4 0.0
O -0.0643 -1.4906 -0.1140 -0.7 -0.1 0.2
O 0.3840 0.7404 -0.0800 0.5 -0.6 0.1
I -4.9439 1.6365 0.0248 0.3 0.5 0.1
H 1.8154 -1.2296 -1.3426 -0.6 -0.8 -0.4
H 2.1926 0.2976 -2.2095 -0.1 0.0 -0.4
H 3.3784 -0.5371 -1.2157 0.9 0.0 0.1
H 3.4938 1.6486 -0.5626 -0.9 0.8 0.7
H 2.7585 2.1251 0.9482 0.0 0.8 1.5
H 2.0137 2.5980 -0.5751 -1.1 1.2 -0.8
H 1.6605 -0.2917 2.1191 -1.0 1.4 0.8
H 1.8635 -1.4376 0.9766 0.2 0.3 -0.4
H 3.1652 -0.4568 1.4276 1.6 0.3 0.0
H -1.7613 1.0903 0.4137 0.1 0.2 0.1
```
Forces are in eV/Å.

The value obtained for the LUMO energy is 2.63 eV. The value obtained for the total energy is -980.93021 hartree. As for the SMILES: CC(C)(C)OC(=O)N/N=C(\I)C(=O)[O-]. The calculation puts the molar mass at 313.1 g mol⁻¹. The gap between HOMO and LUMO is 7.329 eV. The HOMO energy comes out at -4.70 eV. Its charge is -1. Its energy above the lowest of the compared OMol25 structures with the same formula, charge and spin is 0.0 kcal per mole.

Charges obtained by natural (NBO) population analysis, quoted in units of e: number 1, C, carries 0.114; number 2, C, carries 0.687; number 3, C, carries 0.888; number 4, C, carries -0.639; number 5, C, carries -0.617; number 6, C, carries -0.671; number 7, C, carries 0.298; number 8, N, carries -0.242; number 9, N, carries -0.449; number 10, O, carries -0.696; number 11, O, carries -0.730; number 12, O, carries -0.618; number 13, O, carries -0.564; number 14, I, carries -0.114; number 15, H, carries 0.250; number 16, H, carries 0.207; number 17, H, carries 0.201; number 18, H, carries 0.198; number 19, H, carries 0.211; number 20, H, carries 0.226; number 21, H, carries 0.224; number 22, H, carries 0.246; number 23, H, carries 0.200; number 24, H, carries 0.387

# 4
ORCA calculation (ωB97M-V/def2-TZVPD) on a single C3H4N2O molecule.

Geometry as XYZ:
```
10
Properties=species:S:1:pos:R:3:forces:R:3
N 1.7970 -0.1555 -0.0569 0.2 0.0 0.2
C 0.4839 -0.4923 0.0495 -0.1 -0.3 0.1
C -0.5227 0.6153 0.0225 0.0 0.0 -0.5
N -1.7188 0.4841 0.9346 -0.2 -0.7 -0.6
C -1.8639 0.0664 -0.2397 -0.1 1.2 0.8
O 0.0931 -1.6457 0.0650 0.3 0.1 0.0
H 2.4516 -0.9134 0.0517 0.0 0.0 0.0
H 2.1097 0.7505 0.2452 -0.1 0.1 -0.1
H -0.1831 1.6410 -0.1948 -0.4 -0.5 -0.1
H -2.6468 -0.3503 -0.8772 0.5 0.2 0.2
```
Forces are in eV/Å.

The value obtained for the LUMO energy is 0.93 eV. The value obtained for the total energy is -301.41208 hartree. As for the SMILES: NC(=O)[C@H]1C=N1. The calculation puts the molar mass at 84.1 g mol⁻¹. The gap between HOMO and LUMO is 11.056 eV. The HOMO energy comes out at -10.13 eV. Its energy above the lowest of the compared OMol25 structures with the same formula, charge and spin is 47.2 kcal per mole.

Charges obtained by natural (NBO) population analysis, quoted in units of e: number 1, N, carries -0.813; number 2, C, carries 0.634; number 3, C, carries -0.267; number 4, N, carries -0.276; number 5, C, carries 0.110; number 6, O, carries -0.609; number 7, H, carries 0.402; number 8, H, carries 0.391; number 9, H, carries 0.197; number 10, H, carries 0.231

# 5
ORCA calculation (ωB97M-V/def2-TZVPD) on a molecular structure, C2HClNOS2.

Geometry as XYZ:
```
8
Properties=species:S:1:pos:R:3:forces:R:3
C -1.5929 -0.6558 0.2718 0.1 1.1 0.4
C 0.8104 -0.4416 -0.0935 0.3 -1.2 -1.1
N -0.4312 -0.9002 0.1538 0.8 -0.8 -0.1
O -2.7151 -0.6131 0.5143 -1.5 -0.5 0.1
S 1.9037 -1.6005 -0.6416 -0.1 0.9 0.6
S 1.0753 1.2615 0.0237 -0.3 0.6 0.4
Cl -1.3744 1.9357 -0.4936 -1.2 0.4 -0.4
H 2.3242 1.0141 0.2651 1.9 -0.5 0.0
```
Forces are in eV/Å.

The value obtained for the LUMO energy is 3.10 eV. The value obtained for the total energy is -1463.43837 hartree. The calculation puts the molar mass at 154.6 g mol⁻¹. The gap between HOMO and LUMO is 7.496 eV. The HOMO energy comes out at -4.40 eV. Its charge is -1. Its energy above the lowest of the compared OMol25 structures with the same formula, charge and spin is 11.9 kcal per mole.

Charges obtained by natural (NBO) population analysis, quoted in units of e: number 1, C, carries 0.953; number 2, C, carries -0.076; number 3, N, carries -0.616; number 4, O, carries -0.493; number 5, S, carries -0.191; number 6, S, carries 0.207; number 7, Cl, carries -0.831; number 8, H, carries 0.047

# 6
ORCA calculation (ωB97M-V/def2-TZVPD) on a molecular structure, C6H4.

Geometry as XYZ:
```
10
Properties=species:S:1:pos:R:3:forces:R:3
C -0.7948 -0.7878 -1.7210 0.0 -0.3 -0.6
C -1.0467 0.0519 0.7034 -0.2 0.1 0.1
C 0.4160 -0.3877 -1.3403 -0.5 1.0 2.9
C -1.3491 -0.4493 -0.4998 0.9 0.4 0.6
C 0.3213 0.2634 0.4883 -0.1 -1.1 -2.7
C 1.4711 0.6504 0.9942 0.1 0.1 0.0
H -1.2243 -1.2110 -2.5987 -0.1 -0.1 -0.4
H -1.6926 0.2268 1.5395 -0.2 0.0 0.2
H 2.3792 0.6352 0.4211 0.1 -0.1 -0.2
H 1.5199 1.0081 2.0133 -0.1 0.0 0.1
```
Forces are in eV/Å.

The value obtained for the LUMO energy (spin up / spin down) is -0.02 / -0.02 eV. The value obtained for the total energy is -230.76441 hartree. The calculation puts the molar mass at 76.1 g mol⁻¹. The gap between HOMO and LUMO (spin up / spin down) is 8.699 / 8.698 eV. The HOMO energy (spin up / spin down) comes out at -8.71 / -8.71 eV. Its energy above the lowest of the compared OMol25 structures with the same formula, charge and spin is 70.5 kcal per mole.

Charges obtained by natural (NBO) population analysis, quoted in units of e: number 1, C, carries -0.482; number 2, C, carries -0.431; number 3, C, carries 0.072; number 4, C, carries 0.241; number 5, C, carries 0.082; number 6, C, carries -0.403; number 7, H, carries 0.246; number 8, H, carries 0.234; number 9, H, carries 0.227; number 10, H, carries 0.213

# 7
ORCA calculation (ωB97M-V/def2-TZVPD) on 4 unconnected molecules or ions with the total composition C26H30BF9NO4S.

Geometry as XYZ:
```
72
Properties=species:S:1:pos:R:3:forces:R:3
C -7.0120 -2.9110 -1.1092 -0.5 -1.2 1.4
C -5.7684 -3.9322 -1.2442 -1.3 -0.7 -1.8
N -4.4239 -3.3559 -1.0456 -0.5 0.8 -0.1
B -4.0261 -2.3382 -2.0483 -0.3 1.3 -0.5
O -3.1913 -2.6231 -3.2254 0.1 0.4 2.5
O -4.4497 -0.9569 -1.9228 1.4 -1.8 -0.6
C -4.0299 -3.0522 0.3443 2.0 -0.2 1.2
C -2.6524 -3.8934 0.6337 0.4 -0.8 0.2
C -1.4454 -2.9534 1.1232 -0.3 0.1 0.7
C -0.2010 -3.7864 1.7144 -2.5 -2.0 -1.0
F -0.5105 -4.4387 2.9609 1.2 2.0 -2.6
F -0.0385 -4.8949 0.7892 0.4 2.1 1.9
C 1.1989 -3.0302 1.7068 1.7 -3.5 -2.1
F 1.5530 -2.8178 0.3359 -1.0 -0.1 3.3
F 2.2014 -3.9194 2.2249 -2.4 2.3 -1.4
S 1.3184 -1.4122 2.6109 2.4 2.4 2.7
F -0.0186 -1.6608 3.5577 1.8 0.4 -2.0
F 0.5031 -0.5419 1.4539 1.0 -1.8 1.9
F 2.7891 -1.1171 1.8166 -2.4 -0.4 0.9
F 2.2449 -2.1695 3.8149 -1.7 1.4 -1.6
F 1.5693 0.0169 3.4373 -0.6 -2.1 -1.2
C -5.0408 -3.4713 1.5037 -4.2 2.1 4.8
O -5.3602 -4.6672 1.8286 1.9 1.9 -2.2
O -5.6100 -2.4497 2.2743 3.1 -3.1 -4.0
H -7.5796 -3.2296 -0.1517 0.8 0.7 -1.5
H -6.7242 -1.8218 -0.9566 -0.3 -1.5 -0.5
H -7.7284 -3.1079 -1.9753 1.0 0.7 1.0
H -5.8023 -4.2994 -2.3463 0.2 0.5 1.6
H -5.9811 -4.8910 -0.6341 0.8 1.8 -0.6
H -2.3173 -2.8569 -2.8224 -1.0 -0.2 -0.8
H -3.9233 -0.3756 -2.5211 -0.7 -0.8 0.5
H -3.7128 -1.9461 0.4679 -1.0 -1.6 -0.1
H -2.8556 -4.6916 1.4355 0.2 1.2 -1.1
H -2.3553 -4.4689 -0.3203 -0.4 1.0 1.4
H -1.0642 -2.3085 0.2596 -0.4 -0.9 1.2
H -1.8686 -2.2576 1.9411 0.9 -1.1 -1.2
C 3.5009 2.4750 0.4448 -0.1 0.1 0.0
C 2.4824 2.1163 1.3223 0.1 0.0 0.0
C 1.4046 2.9723 1.5256 0.1 0.0 -0.1
C 1.3404 4.1839 0.8433 0.1 -0.1 0.0
C 2.3572 4.5411 -0.0371 0.0 0.0 0.0
C 3.4397 3.6890 -0.2334 -0.1 0.0 0.1
H 4.3430 1.8085 0.2891 -0.1 0.0 0.0
H 2.5291 1.1697 1.8485 0.1 0.3 -0.2
H 0.6140 2.6952 2.2149 0.1 0.0 -0.1
H 0.4975 4.8493 0.9981 0.1 -0.1 0.0
H 2.3061 5.4851 -0.5702 0.0 -0.1 0.0
H 4.2350 3.9702 -0.9158 -0.1 0.0 0.0
C -3.9711 4.4643 -3.5646 0.1 -0.1 0.0
C -4.2760 3.1916 -4.0365 0.0 0.0 0.0
C -3.3346 2.1713 -3.9456 0.1 0.1 0.1
C -2.0907 2.4215 -3.3732 -0.1 0.0 0.0
C -1.7871 3.6933 -2.8979 0.0 0.0 0.0
C -2.7252 4.7160 -2.9973 0.0 -0.1 0.0
H -4.7042 5.2607 -3.6387 0.1 -0.1 0.0
H -5.2482 2.9948 -4.4764 0.1 0.0 0.0
H -3.5701 1.1802 -4.3198 0.0 0.1 0.0
H -1.3583 1.6245 -3.2978 -0.1 0.1 0.0
H -0.8178 3.8877 -2.4501 -0.1 0.0 0.0
H -2.4864 5.7089 -2.6315 0.0 -0.1 0.0
C 7.3399 2.5479 0.8506 0.1 -0.1 0.0
C 6.9598 1.6393 1.8340 0.1 0.0 0.0
C 7.9217 0.8683 2.4791 0.1 0.1 -0.1
C 9.2657 1.0127 2.1475 -0.1 0.1 0.0
C 9.6461 1.9237 1.1669 -0.1 0.0 0.0
C 8.6833 2.6883 0.5153 0.0 -0.1 0.1
H 6.5891 3.1467 0.3453 0.0 0.0 0.1
H 5.9126 1.5316 2.0974 0.1 0.0 0.0
H 7.6245 0.1555 3.2408 0.0 0.1 -0.1
H 10.0164 0.4150 2.6538 -0.1 0.0 0.0
H 10.6943 2.0373 0.9097 -0.1 0.0 0.0
H 8.9797 3.3945 -0.2529 0.0 0.0 0.1
```
Forces are in eV/Å.

The value obtained for the LUMO energy is 0.43 eV. The value obtained for the total energy is -2686.26783 hartree. The calculation puts the molar mass at 634.4 g mol⁻¹. The gap between HOMO and LUMO is 4.613 eV. The HOMO energy comes out at -4.18 eV. Its charge is -1.

Charges obtained by Mulliken population analysis, quoted in units of e: number 1, C, carries -0.906; number 2, C, carries -0.785; number 3, N, carries 0.017; number 4, B, carries 0.555; number 5, O, carries -0.597; number 6, O, carries -0.517; number 7, C, carries 0.426; number 8, C, carries -1.074; number 9, C, carries -0.453; number 10, C, carries 0.818; number 11, F, carries -0.319; number 12, F, carries -0.342; number 13, C, carries 0.671; number 14, F, carries -0.241; number 15, F, carries -0.270; number 16, S, carries 1.215; number 17, F, carries -0.286; number 18, F, carries -0.223; number 19, F, carries -0.360; number 20, F, carries -0.331; number 21, F, carries -0.316; number 22, C, carries 0.148; number 23, O, carries -0.688; number 24, O, carries -0.815; number 25, H, carries 0.310; number 26, H, carries 0.216; number 27, H, carries 0.287; number 28, H, carries 0.526; number 29, H, carries 0.327; number 30, H, carries 0.292; number 31, H, carries 0.265; number 32, H, carries 0.198; number 33, H, carries 0.405; number 34, H, carries 0.241; number 35, H, carries 0.232; number 36, H, carries 0.390; number 37, C, carries -0.515; number 38, C, carries -0.088; number 39, C, carries -0.384; number 40, C, carries -0.500; number 41, C, carries -0.482; number 42, C, carries -0.431; number 43, H, carries 0.602; number 44, H, carries 0.202; number 45, H, carries 0.411; number 46, H, carries 0.395; number 47, H, carries 0.384; number 48, H, carries 0.373; number 49, C, carries -0.292; number 50, C, carries -0.517; number 51, C, carries -0.290; number 52, C, carries -0.579; number 53, C, carries -0.258; number 54, C, carries -0.447; number 55, H, carries 0.350; number 56, H, carries 0.352; number 57, H, carries 0.542; number 58, H, carries 0.374; number 59, H, carries 0.424; number 60, H, carries 0.347; number 61, C, carries -0.125; number 62, C, carries -0.300; number 63, C, carries -0.505; number 64, C, carries -0.365; number 65, C, carries -0.343; number 66, C, carries -0.497; number 67, H, carries 0.254; number 68, H, carries 0.469; number 69, H, carries 0.365; number 70, H, carries 0.350; number 71, H, carries 0.349; number 72, H, carries 0.357

Which formula does entry 6 have?
C6H4